(1)
Below is a structure of composition C12H34CdO7S5 in a non-equilibrium geometry, with properties calculated with ωB97M-V/def2-TZVPD.

Values from the calculation:
2S+1: 1
frontier orbital gap: 7.42 eV
relative energy (zero: lowest compared OMol25 entry of this formula, charge and spin): 38.8 kJ/mol
HOMO energy: -8.3 eV
E_LUMO: -0.83 eV
net charge: 0

CARTESIAN COORDINATES (ANGSTROEM)
Cd  0.559  1.963  0.778
O  0.168  0.073  1.477
C  -1.070  -0.195  0.883
C  -1.371  0.438  -0.492
O  -0.921  1.748  -0.693
H  -1.921  0.018  1.568
H  -1.209  -1.288  0.769
H  -2.438  0.309  -0.717
H  -0.828  -0.181  -1.239
C  -1.413  -3.065  3.094
S  -0.033  -3.775  2.179
O  0.837  -4.457  3.153
C  -1.003  -5.033  1.307
H  -1.068  -2.070  3.376
H  -1.580  -3.682  3.975
H  -2.293  -2.944  2.466
H  -0.321  -5.830  1.023
H  -1.445  -4.551  0.434
H  -1.804  -5.406  1.944
C  -0.990  -2.602  -2.772
S  -1.153  -4.034  -3.845
O  -0.742  -3.540  -5.185
C  0.322  -4.889  -3.249
H  0.046  -2.276  -2.855
H  -1.230  -2.780  -1.724
H  -1.635  -1.824  -3.178
H  0.308  -5.885  -3.687
H  0.412  -4.943  -2.167
H  1.140  -4.330  -3.706
C  0.987  0.145  -3.827
S  2.303  1.131  -4.543
O  2.347  0.944  -6.013
C  1.426  2.731  -4.273
H  0.011  0.418  -4.229
H  1.005  0.285  -2.746
H  1.122  -0.908  -4.070
H  1.954  3.195  -3.440
H  0.388  2.563  -4.005
H  1.566  3.284  -5.197
C  0.236  6.590  -0.152
S  1.482  5.366  0.229
O  0.715  4.070  0.266
C  2.362  5.403  -1.321
H  -0.625  6.339  0.466
H  -0.085  6.471  -1.186
H  0.620  7.582  0.066
H  2.915  6.341  -1.339
H  1.647  5.331  -2.138
H  3.039  4.551  -1.319
C  0.818  0.010  4.872
S  0.215  0.477  6.493
O  0.463  1.932  6.648
C  -1.514  0.291  6.112
H  0.828  0.857  4.190
H  0.210  -0.775  4.431
H  1.835  -0.367  4.980
H  -1.666  -0.693  5.671
H  -1.829  1.086  5.435
H  -2.102  0.382  7.023



(2)
Below is a structure of composition C12H34INO9P3 in a non-equilibrium geometry, with properties calculated with ωB97M-V/def2-TZVPD.

Values from the calculation:
2S+1: 1
frontier orbital gap: 5.82 eV
HOMO energy: -11.9 eV
E_LUMO: -6.06 eV
net charge: +1

CARTESIAN COORDINATES (ANGSTROEM)
O  -0.786  -0.159  -0.533
P  -0.722  -1.281  -1.545
N  0.888  -1.226  -2.331
I  1.692  0.705  -2.466
H  -1.817  -1.294  -2.464
H  -0.765  -2.517  -0.823
H  1.532  -1.742  -1.700
H  0.925  -1.712  -3.245
O  2.197  -4.120  0.856
P  1.995  -5.294  1.823
O  2.409  -4.382  3.154
C  1.875  -3.081  3.361
C  0.479  -3.131  3.950
O  3.464  -6.020  1.597
C  4.172  -5.876  0.369
C  5.194  -4.759  0.473
O  1.633  -6.596  2.847
C  1.412  -6.570  4.250
C  -0.074  -6.598  4.556
H  1.880  -2.487  2.445
H  2.543  -2.576  4.063
H  -0.211  -3.644  3.272
H  0.099  -2.123  4.131
H  0.478  -3.674  4.897
H  3.484  -5.718  -0.464
H  4.687  -6.821  0.177
H  4.747  -3.831  0.833
H  5.658  -4.569  -0.498
H  5.977  -5.026  1.184
H  1.905  -5.749  4.761
H  1.869  -7.482  4.648
H  -0.605  -5.812  4.016
H  -0.252  -6.480  5.626
H  -0.511  -7.548  4.236
O  -1.191  4.800  -3.849
P  -1.692  5.731  -2.743
O  -2.612  4.603  -1.926
C  -2.112  3.305  -1.656
C  -1.192  3.289  -0.451
O  -2.895  6.479  -3.596
C  -2.860  6.528  -5.021
C  -3.692  5.405  -5.611
O  -1.958  6.924  -1.566
C  -2.447  6.755  -0.245
C  -1.303  6.771  0.752
H  -1.607  2.874  -2.523
H  -2.979  2.670  -1.452
H  -0.318  3.927  -0.622
H  -0.845  2.275  -0.245
H  -1.706  3.663  0.436
H  -1.833  6.504  -5.388
H  -3.281  7.489  -5.324
H  -3.417  4.433  -5.197
H  -3.576  5.368  -6.696
H  -4.749  5.554  -5.381
H  -3.074  5.878  -0.112
H  -3.096  7.614  -0.046
H  -0.528  6.053  0.479
H  -1.661  6.544  1.758
H  -0.827  7.755  0.769



(3)
Below is a cluster of 4 separate species, C12H34N2O4 in total in a non-equilibrium geometry, with properties calculated with ωB97M-V/def2-TZVPD.

Values from the calculation:
2S+1: 1
frontier orbital gap: 9.85 eV
relative energy (zero: lowest compared OMol25 entry of this formula, charge and spin): 154.7 kJ/mol
SMILES string: COC[C@H](C)N.COC[C@H](C)N.CCO.CCO
HOMO energy: -9.2 eV
E_LUMO: 0.64 eV
net charge: 0

CARTESIAN COORDINATES (ANGSTROEM)
C  -0.570  -17.035  -10.828
C  -0.765  -16.127  -12.038
C  -0.436  -14.663  -11.897
O  -1.627  -14.020  -11.420
C  -1.482  -12.610  -11.410
N  -0.059  -16.644  -13.177
H  -0.775  -18.088  -11.019
H  -1.109  -16.699  -9.942
H  0.485  -16.943  -10.564
H  -1.791  -16.259  -12.387
H  0.017  -14.195  -12.771
H  0.309  -14.601  -11.102
H  -2.433  -12.093  -11.264
H  -1.224  -12.068  -12.321
H  -0.928  -12.188  -10.571
H  -0.571  -16.555  -14.044
H  0.086  -17.644  -13.141
C  -3.733  -19.856  -22.037
C  -4.939  -18.855  -22.116
C  -5.057  -17.789  -21.029
O  -4.372  -18.180  -19.842
C  -4.229  -17.100  -18.896
N  -5.142  -18.371  -23.490
H  -3.479  -20.258  -23.017
H  -3.828  -20.718  -21.377
H  -2.885  -19.259  -21.701
H  -5.778  -19.533  -21.952
H  -6.108  -17.500  -21.011
H  -4.437  -16.941  -21.331
H  -3.750  -17.433  -17.976
H  -5.158  -16.574  -18.673
H  -3.531  -16.345  -19.264
H  -4.305  -17.915  -23.827
H  -5.926  -17.774  -23.709
C  -5.657  -14.591  -10.667
C  -4.310  -14.792  -9.964
O  -3.578  -15.679  -10.788
H  -6.294  -13.740  -10.429
H  -6.175  -15.549  -10.602
H  -5.485  -14.544  -11.744
H  -4.496  -15.245  -8.990
H  -3.841  -13.811  -9.888
H  -2.767  -15.236  -11.063
C  -5.050  -17.644  -15.012
C  -4.194  -17.172  -13.835
O  -4.902  -17.465  -12.715
H  -6.085  -17.321  -14.906
H  -5.128  -18.729  -14.936
H  -4.576  -17.413  -15.966
H  -4.021  -16.100  -13.958
H  -3.157  -17.513  -13.864
H  -4.579  -16.849  -12.050